Entry A
C5H14N2 in the gas phase. Source: the OMol25 dataset; level of theory: ωB97M-V/def2-TZVPD.

Geometry (Å):
C: -1.966 -0.922 0.649
C: -0.649 -0.761 -1.409
N: -0.863 -0.314 -0.050
H: 0.515 -1.151 0.841
H: -2.877 -0.788 0.062
H: -2.112 -0.472 1.630
H: -1.799 -2.001 0.771
H: -0.420 -1.835 -1.422
H: 0.183 -0.239 -1.873
H: -1.546 -0.566 -2.000
C: 0.278 1.906 -0.279
N: 2.286 -0.148 -0.078
C: 1.267 -0.144 0.968
C: 0.025 0.690 0.598
H: 2.188 -0.964 -0.670
H: 3.226 -0.155 0.307
H: 1.694 0.268 1.887
H: -0.490 0.968 1.522
H: -0.661 2.299 -0.666
H: 0.941 1.663 -1.105
H: 0.780 2.667 0.317

Summary:
* HOMO level: -0.2775 hartree
* LUMO level: 0.0369 Ha
* frontier orbital gap: 8.557 eV

---

Entry B
C5H14N2 in the gas phase. Source: the OMol25 dataset; level of theory: ωB97M-V/def2-TZVPD.

Geometry (Å):
C: 0.489 0.082 -0.063
C: -0.455 1.278 0.262
C: 0.328 2.573 0.605
C: -1.418 1.463 -0.971
N: 0.635 -1.071 0.968
C: 0.031 -2.238 0.439
N: 0.741 -2.901 -0.724
H: -0.091 -0.533 -0.870
H: 1.268 0.488 -0.596
H: -1.015 0.837 1.192
H: -0.342 3.454 0.633
H: 0.755 2.384 1.557
H: 1.142 2.746 0.010
H: -1.047 2.293 -1.518
H: -2.366 1.425 -0.543
H: -1.307 0.667 -1.639
H: 1.474 -1.268 1.423
H: -1.012 -1.904 0.080
H: -0.127 -3.150 1.099
H: 0.561 -3.850 -0.621
H: 1.755 -2.775 -0.721

Summary:
* HOMO level: -0.3198 hartree
* LUMO level: 0.0424 Ha
* frontier orbital gap: 9.858 eV

---

Entry C
C5H14N2 in the gas phase. Source: the OMol25 dataset; level of theory: ωB97M-V/def2-TZVPD.

Geometry (Å):
C: 1.810 0.243 1.503
N: 1.446 0.048 0.119
C: -0.069 1.850 -1.661
C: -0.689 1.052 -0.522
C: 0.082 -0.249 -0.268
C: -0.641 -1.185 0.680
N: -1.857 -1.742 -0.010
H: 1.462 1.205 1.876
H: 2.886 0.119 1.617
H: 1.414 -0.520 2.174
H: 2.185 -0.302 -0.459
H: -0.778 2.545 -2.100
H: 0.395 1.190 -2.397
H: 0.740 2.488 -1.294
H: -0.571 1.644 0.392
H: -1.716 0.862 -0.718
H: 0.096 -0.833 -1.193
H: 0.002 -2.012 0.990
H: -0.964 -0.699 1.599
H: -2.634 -1.176 0.319
H: -2.026 -2.644 0.425

Summary:
* HOMO level: -0.3010 hartree
* LUMO level: 0.0382 Ha
* frontier orbital gap: 9.229 eV

---

Which is the most stable structure? entry C is the most stable.

---

Entry A
2 unconnected molecules or ions with the total composition C5H14N2. Source: the OMol25 dataset; level of theory: ωB97M-V/def2-TZVPD.

Geometry (Å):
N: 1.480 -1.330 0.355
C: 2.793 -0.784 0.851
N: 2.818 0.287 1.862
H: 0.835 -1.442 1.182
H: 1.072 -0.600 -0.244
H: 3.343 -1.600 1.337
H: 3.383 -0.419 0.009
H: 2.243 1.076 1.542
H: 2.360 0.075 2.750
C: -0.582 1.843 -0.381
C: -1.770 1.130 -1.004
C: -1.977 -0.193 -0.767
C: -3.195 -0.908 -1.269
H: -0.026 1.144 0.257
H: 0.113 2.204 -1.179
H: -0.815 2.721 0.220
H: -2.434 1.710 -1.677
H: -1.311 -0.751 -0.095
H: -3.827 -0.274 -1.869
H: -2.856 -1.746 -1.874
H: -3.776 -1.331 -0.463

Summary:
* HOMO level: -0.3380 hartree
* LUMO level: 0.0363 Ha
* frontier orbital gap: 10.185 eV

---

Entry B
C5H14N2 in the gas phase. Source: the OMol25 dataset; level of theory: ωB97M-V/def2-TZVPD.

Geometry (Å):
C: -1.145 0.841 0.666
C: -1.406 1.649 -0.583
N: -0.808 -1.480 -0.221
H: -1.625 -1.868 0.253
H: -0.672 -1.100 -1.152
H: -2.032 0.276 0.962
H: -1.020 1.482 1.537
H: -1.353 1.034 -1.486
H: -0.677 2.455 -0.683
H: -2.409 2.093 -0.548
C: 1.520 0.795 -0.433
N: 1.420 -2.094 0.112
C: 0.366 -1.257 0.638
C: 0.643 0.242 0.676
H: 1.062 -3.036 -0.017
H: 1.681 -1.773 -0.814
H: 0.109 -1.605 1.642
H: 1.069 0.502 1.649
H: 2.528 0.352 -0.450
H: 1.649 1.875 -0.318
H: 1.102 0.616 -1.432

Summary:
* HOMO level: -0.2938 hartree
* LUMO level: 0.0370 Ha
* frontier orbital gap: 9.001 eV

---

Which is the most stable structure? entry A is the most stable.

---

Entry A
2 unconnected molecules or ions with the total composition C2H7NO2. Source: the OMol25 dataset; level of theory: ωB97M-V/def2-TZVPD.

Geometry (Å):
C: -1.428 1.861 1.040
O: -1.717 3.253 1.038
H: -2.331 1.304 1.282
H: -0.571 1.667 1.680
H: -1.144 1.527 0.038
H: -1.639 3.537 0.123
C: 1.483 -1.946 -1.479
N: 1.505 -2.234 -0.134
O: 2.194 -2.475 -2.294
H: 0.710 -1.219 -1.773
H: 2.277 -2.832 0.107
H: 0.661 -2.443 0.372

Summary:
* HOMO level: -0.3779 hartree
* LUMO level: 0.0226 Ha
* frontier orbital gap: 10.897 eV

---

Entry B
2 unconnected molecules or ions with the total composition C2H7NO2. Source: the OMol25 dataset; level of theory: ωB97M-V/def2-TZVPD.

Geometry (Å):
C: 1.956 0.142 -1.705
O: 0.780 0.666 -2.224
H: 2.307 -0.618 -2.529
H: 1.809 -0.473 -0.836
H: 2.694 0.856 -1.429
H: 0.760 0.722 -3.179
C: -0.764 -0.477 1.733
N: -0.940 -0.140 0.379
O: -1.594 -0.238 2.636
H: 0.190 -0.976 1.924
H: -1.846 0.177 -0.003
H: 0.026 -0.125 -0.056

Summary:
* HOMO level: -0.3624 hartree
* LUMO level: 0.0208 Ha
* frontier orbital gap: 10.429 eV

---

Which is the most stable structure? entry A is the most stable.

---

Entry A
2 unconnected molecules or ions with the total composition C4H12O. Source: the OMol25 dataset; level of theory: ωB97M-V/def2-TZVPD.

Geometry (Å):
C: 0.421 0.583 -1.176
C: 1.207 0.993 -0.027
O: 0.513 1.671 -2.211
H: 0.812 -0.310 -1.617
H: -0.549 0.539 -1.024
H: 2.302 1.203 -0.117
H: -0.452 2.052 -2.243
H: 1.146 0.305 0.908
H: 1.046 2.001 0.452
C: -1.213 -1.794 0.884
C: -0.786 -1.374 2.302
H: -1.108 -2.953 0.694
H: -2.234 -1.541 0.677
H: -0.631 -1.297 0.015
H: -0.316 -0.384 2.307
H: -0.197 -2.211 2.782
H: -1.693 -1.224 2.958

Summary:
* HOMO level: -0.3825 hartree
* LUMO level: 0.0325 Ha
* frontier orbital gap: 11.295 eV

---

Entry B
2 unconnected molecules or ions with the total composition C4H12O. Source: the OMol25 dataset; level of theory: ωB97M-V/def2-TZVPD.

Geometry (Å):
C: -0.618 0.004 -1.902
C: -1.589 0.569 -2.942
H: -0.656 0.589 -0.999
H: -0.818 -1.041 -1.645
H: 0.387 -0.077 -2.284
H: -2.118 1.419 -2.499
H: -2.486 -0.048 -2.986
H: -1.179 0.823 -3.911
C: 1.275 -0.330 1.990
C: -0.016 -1.139 1.717
O: 1.169 1.021 1.523
H: 1.563 -0.255 3.035
H: 2.135 -0.794 1.490
H: 0.277 -2.097 1.305
H: 1.138 0.990 0.557
H: -0.583 -0.454 1.099
H: -0.618 -1.257 2.619

Summary:
* HOMO level: -0.3779 hartree
* LUMO level: 0.0367 Ha
* frontier orbital gap: 11.282 eV

---

Entry C
2 unconnected molecules or ions with the total composition C4H12O. Source: the OMol25 dataset; level of theory: ωB97M-V/def2-TZVPD.

Geometry (Å):
C: 1.841 -0.464 -0.710
C: 1.097 0.719 -1.299
C: 2.468 -0.089 0.655
H: 1.237 -1.329 -0.451
H: 2.719 -0.754 -1.283
H: 1.259 1.660 -0.767
H: 0.007 0.667 -1.290
H: 3.012 0.857 0.617
H: 1.747 -0.144 1.468
H: 1.420 0.947 -2.316
H: 3.383 -0.639 0.926
C: -2.075 0.218 0.910
O: -3.218 -0.481 0.412
H: -3.040 -0.669 -0.514
H: -2.342 0.491 1.927
H: -2.004 1.164 0.380
H: -1.130 -0.324 0.899

Summary:
* HOMO level: -0.3866 hartree
* LUMO level: 0.0342 Ha
* frontier orbital gap: 11.450 eV

---

Entry D
2 unconnected molecules or ions with the total composition C4H12O. Source: the OMol25 dataset; level of theory: ωB97M-V/def2-TZVPD.

Geometry (Å):
C: -1.504 -0.105 -0.438
C: 1.078 2.187 0.681
C: 1.383 0.640 0.332
C: 0.073 -0.232 0.152
H: -2.066 0.142 0.416
H: -1.531 0.789 -1.123
H: -1.803 -0.892 -1.107
H: 0.721 2.396 1.769
H: 1.873 2.910 0.353
H: 0.219 2.450 -0.147
H: 2.344 0.568 -0.313
H: 1.884 0.315 1.313
H: -0.321 -0.632 1.025
H: 0.420 -1.050 -0.521
H: -1.009 -2.412 -0.720
H: -0.790 -3.844 -0.481
O: -0.971 -3.231 -1.191

Summary:
* HOMO level: -0.3811 hartree
* LUMO level: 0.0329 Ha
* frontier orbital gap: 11.265 eV

---

Which is the most stable structure? entry B is the most stable.

---

Entry A
C5H8N2 in the gas phase. Source: the OMol25 dataset; level of theory: ωB97M-V/def2-TZVPD.

Geometry (Å):
C: 2.372 0.140 0.037
N: 0.938 -0.117 0.023
C: 0.315 -1.315 0.361
C: -1.060 -1.106 0.294
C: -1.227 0.231 -0.083
N: -2.615 0.520 -0.206
C: -0.008 0.842 -0.248
H: 2.919 -0.740 -0.312
H: 2.604 0.968 -0.641
H: 2.736 0.405 1.037
H: 0.967 -2.152 0.600
H: -2.205 -1.255 0.306
H: -2.981 0.635 -1.134
H: -3.034 1.098 0.499
H: 0.277 1.846 -0.530

Summary:
* HOMO level: -0.2970 hartree
* LUMO level: 0.0362 Ha
* frontier orbital gap: 9.067 eV

---

Entry B
C5H8N2 in the gas phase. Source: the OMol25 dataset; level of theory: ωB97M-V/def2-TZVPD.

Geometry (Å):
C: -2.375 -0.215 0.010
C: -0.917 0.116 0.115
C: -0.322 1.336 -0.077
N: 1.043 1.157 -0.046
C: 1.326 -0.167 0.129
N: 2.670 -0.596 0.094
C: 0.134 -0.836 0.267
H: -2.538 -1.278 0.204
H: -2.998 0.354 0.705
H: -2.751 -0.019 -1.002
H: -0.755 2.313 -0.229
H: 1.738 1.878 -0.143
H: 2.719 -1.561 0.404
H: 3.002 -0.584 -0.868
H: 0.022 -1.899 0.437

Summary:
* HOMO level: -0.2763 hartree
* LUMO level: 0.0378 Ha
* frontier orbital gap: 8.546 eV

---

Which is the most stable structure? entry B is the most stable.

---

Entry A
C5H8N2 in the gas phase. Source: the OMol25 dataset; level of theory: ωB97M-V/def2-TZVPD.

Geometry (Å):
C: 0.253 -0.874 -1.826
C: 0.405 0.237 -0.820
C: -0.660 1.235 -0.603
C: -1.510 -0.471 0.525
N: -2.466 -1.080 0.771
N: -0.293 0.101 0.504
C: 0.405 0.372 1.771
H: -0.800 -1.098 -1.990
H: 0.672 -0.532 -2.777
H: 0.785 -1.777 -1.523
H: 1.443 0.480 -0.597
H: -0.268 2.159 -0.164
H: 1.232 1.056 1.567
H: 0.783 -0.562 2.197
H: -0.297 0.842 2.465

Summary:
* HOMO level: -0.3006 hartree
* LUMO level: 0.0248 Ha
* frontier orbital gap: 8.855 eV

---

Entry B
C5H8N2 in the gas phase. Source: the OMol25 dataset; level of theory: ωB97M-V/def2-TZVPD.

Geometry (Å):
C: 1.585 -0.842 -0.735
C: 0.146 -0.370 -0.643
C: -0.605 -0.486 0.647
C: 0.022 -1.187 1.750
N: 0.531 -1.857 2.543
N: -0.095 0.793 0.194
C: -1.127 1.787 -0.096
H: 2.100 -0.729 0.224
H: 1.642 -1.900 -1.017
H: 2.136 -0.263 -1.482
H: -0.458 -0.539 -1.537
H: -1.687 -0.617 0.603
H: -2.108 1.360 -0.363
H: -0.816 2.462 -0.898
H: -1.265 2.389 0.809

Summary:
* HOMO level: -0.3620 hartree
* LUMO level: 0.0337 Ha
* frontier orbital gap: 10.769 eV

---

Entry C
C5H8N2 in the gas phase. Source: the OMol25 dataset; level of theory: ωB97M-V/def2-TZVPD.

Geometry (Å):
C: 1.455 0.692 0.261
C: 0.037 0.155 0.080
C: -0.923 1.218 -0.436
N: 0.001 -1.050 -0.785
C: -0.406 -0.696 1.257
C: -0.405 -2.081 0.098
N: -0.895 -3.134 0.330
H: 1.467 1.528 0.968
H: 1.836 1.060 -0.700
H: 2.118 -0.086 0.651
H: -0.551 1.701 -1.347
H: -1.901 0.779 -0.657
H: -1.051 1.992 0.329
H: 0.913 -1.285 -1.178
H: -1.472 -0.510 1.494

Summary:
* HOMO level (alpha / beta): -0.3252 / -0.3339 hartree
* LUMO level (alpha / beta): -0.0421 / -0.0430 Ha
* frontier orbital gap (alpha / beta): 7.703 / 7.917 eV

---

Which is the most stable structure? entry B is the most stable.